ORCA calculation (the ωB97M-V functional and the def2-TZVPD basis) on C42H50O4PReSb as an isolated structure in a non-equilibrium geometry.

The geometry in XYZ format:
```
99
C42H50O4PReSb, DFT the ωB97M-V functional and the def2-TZVPD basis
Re 0.539 -1.093 0.534
C -0.630 -1.102 3.301
C -1.120 -2.442 2.822
O -1.155 -2.341 1.391
C -1.463 -3.562 0.698
C -1.016 -3.363 -0.729
O 0.370 -2.915 -0.783
C 1.337 -3.996 -0.564
C 2.377 -3.616 0.473
O 1.725 -2.792 1.457
C 2.587 -2.384 2.532
C 1.821 -1.387 3.410
O 0.675 -0.777 2.730
H -0.582 -1.064 4.389
H -1.312 -0.327 2.949
H -2.121 -2.631 3.215
H -0.455 -3.255 3.131
H -2.538 -3.749 0.731
H -0.943 -4.401 1.169
H -1.589 -2.577 -1.217
H -1.133 -4.286 -1.298
H 1.833 -4.198 -1.513
H 0.795 -4.888 -0.257
H 3.197 -3.053 0.023
H 2.781 -4.517 0.937
H 3.487 -1.926 2.119
H 2.884 -3.256 3.118
H 2.487 -0.573 3.690
H 1.464 -1.866 4.319
C 2.363 1.952 0.579
P 2.307 0.327 -0.243
C 3.939 -0.413 0.070
C 4.469 -1.280 -0.897
C 5.768 -1.741 -0.766
C 6.532 -1.362 0.334
C 6.009 -0.501 1.294
C 4.706 -0.042 1.180
C 2.331 0.634 -2.021
C 3.209 1.591 -2.532
C 3.339 1.734 -3.903
C 2.604 0.923 -4.764
C 1.733 -0.031 -4.256
C 1.595 -0.177 -2.883
H 3.382 2.335 0.553
H 2.027 1.888 1.615
H 1.707 2.639 0.048
H 3.884 -1.544 -1.770
H 6.189 -2.383 -1.529
H 7.539 -1.741 0.445
H 6.622 -0.170 2.122
H 4.309 0.629 1.934
H 3.813 2.202 -1.871
H 4.032 2.462 -4.302
H 2.729 1.027 -5.833
H 1.180 -0.673 -4.930
H 0.945 -0.949 -2.475
C -1.738 0.064 -3.574
C -2.707 1.058 -3.011
C -3.622 1.692 -3.859
C -4.509 2.642 -3.385
C -4.506 2.989 -2.039
C -3.619 2.370 -1.174
C -2.732 1.431 -1.677
Sb -1.496 0.659 -0.052
C -3.310 -0.243 0.766
C -3.809 -1.223 -0.091
C -4.962 -1.917 0.231
C -5.627 -1.615 1.416
C -5.153 -0.609 2.235
C -3.998 0.123 1.922
C -3.635 1.278 2.808
C -0.802 2.527 0.820
C -0.576 2.543 2.201
C -0.160 3.699 2.834
C 0.069 4.843 2.077
C -0.109 4.810 0.704
C -0.501 3.648 0.030
C -0.506 3.689 -1.473
H -2.158 -0.457 -4.433
H -1.433 -0.672 -2.821
H -0.844 0.584 -3.924
H -3.630 1.416 -4.906
H -5.213 3.109 -4.061
H -5.187 3.739 -1.659
H -3.629 2.640 -0.122
H -3.331 -1.424 -1.046
H -5.351 -2.668 -0.444
H -6.534 -2.145 1.676
H -5.706 -0.333 3.126
H -4.482 1.962 2.876
H -2.783 1.841 2.439
H -3.445 0.953 3.834
H -0.766 1.666 2.808
H -0.040 3.718 3.909
H 0.412 5.752 2.553
H 0.094 5.696 0.114
H 0.288 4.342 -1.833
H -1.444 4.115 -1.837
H -0.375 2.708 -1.929
```

The HOMO-LUMO gap (alpha / beta) comes out at 3.4 / 4.0 eV. As for the spin multiplicity: 2. Its total charge is +4.

Results of the Löwdin charge analysis, in e, for atoms 1 through 5: atom 1 (Re): 1.41, atom 2 (C): -0.11, atom 3 (C): -0.10, atom 4 (O): -0.31, atom 5 (C): -0.11